[1]
50
Properties=species:S:1:pos:R:3:mulliken_charge:R:1 method="wB97M-V/def2-TZVPD" e_homo_ev=-10.99 spin_multiplicity=1 relative_energy_kcal_mol=86.39 fmax_ev_per_a=2.47 homo_lumo_gap_ev=5.982 total_charge=+1 molar_mass_g_mol=337.44
C -0.553 -3.846 2.078 -1.014
O -0.256 -2.502 1.632 -0.297
C -1.266 -1.584 1.596 0.391
C -0.862 -0.251 1.553 0.455
N 0.533 0.080 1.588 0.723
C 1.474 -0.421 0.729 -0.780
N 2.655 -0.140 1.354 0.402
C 3.994 -0.594 1.014 -0.997
C 2.460 0.620 2.506 -0.932
C 1.141 0.781 2.625 -0.224
C -1.788 0.779 1.735 0.384
O -1.246 2.017 1.784 -0.324
C -2.110 3.168 1.725 -0.946
C -3.161 0.484 1.809 -0.625
C -3.561 -0.853 1.766 -0.989
C -2.632 -1.887 1.680 -0.643
H 0.416 -4.302 2.271 0.266
H -1.156 -3.837 3.001 0.396
H -1.081 -4.409 1.293 0.357
H 3.993 -1.416 0.292 0.381
H 4.622 0.221 0.618 0.296
H 4.449 -0.941 1.955 0.389
H 3.294 0.848 3.147 0.458
H 0.572 1.235 3.404 0.544
H -1.423 4.009 1.767 0.259
H -2.674 3.180 0.779 0.379
H -2.802 3.187 2.583 0.352
H -3.893 1.290 1.863 0.413
H -4.626 -1.092 1.795 0.384
H -2.959 -2.931 1.670 0.454
C -0.403 -1.649 -1.864 -1.660
C 0.627 -0.581 -1.844 1.707
C 1.985 -1.114 -1.630 -0.857
C 0.379 0.630 -2.562 0.366
C 1.307 1.708 -2.548 -0.188
C 1.065 2.883 -3.258 -0.905
C -0.094 3.016 -4.035 -0.299
C -1.010 1.956 -4.113 -0.830
C -0.778 0.780 -3.407 -0.295
H -1.436 -1.283 -1.856 0.461
H -0.246 -2.269 -2.770 0.487
H -0.289 -2.304 -0.996 0.204
H 2.773 -0.357 -1.685 0.379
H 1.961 -1.584 -0.600 0.250
H 2.198 -1.912 -2.372 0.415
H 2.219 1.598 -1.953 0.268
H 1.804 3.689 -3.225 0.399
H -0.275 3.936 -4.593 0.420
H -1.892 2.035 -4.751 0.402
H -1.451 -0.070 -3.550 0.365

---

[2]
57
Properties=species:S:1:pos:R:3:mulliken_charge:R:1 method="wB97M-V/def2-TZVPD" e_homo_ev="-13.80 / -13.82" spin_multiplicity=2 fmax_ev_per_a=7.66 homo_lumo_gap_ev="5.935 / 5.950" total_charge=+2 molar_mass_g_mol=527.32
Ti 10.503 6.430 11.796 0.688
O 10.445 3.346 9.572 -0.618
C 11.205 4.163 10.078 0.297
O 11.028 4.588 11.362 -0.378
C 12.404 4.681 9.329 -0.909
P 12.721 6.336 10.151 1.593
C 14.266 6.130 11.119 0.354
C 14.514 4.837 11.701 -0.963
C 15.775 4.477 12.154 -0.777
C 16.759 5.451 12.232 -0.444
C 16.472 6.760 11.864 -0.506
C 15.231 7.101 11.317 -0.321
C 13.304 7.386 8.779 0.487
C 12.467 8.272 8.068 -0.246
C 12.950 8.983 6.958 -0.491
C 14.288 8.926 6.563 -0.698
C 15.094 7.999 7.223 -0.579
C 14.610 7.202 8.277 -0.578
H 12.171 4.723 8.234 0.386
H 13.256 4.001 9.455 0.514
H 13.730 4.093 11.677 0.504
H 15.988 3.467 12.549 0.409
H 17.775 5.205 12.583 0.389
H 17.238 7.538 12.062 0.409
H 15.087 8.161 11.075 0.441
H 11.427 8.385 8.402 0.164
H 12.282 9.643 6.418 0.392
H 14.716 9.470 5.750 0.448
H 16.149 7.885 7.002 0.395
H 15.198 6.381 8.696 0.489
C 11.353 6.582 16.978 -0.779
O 10.877 6.788 15.627 -0.259
P 11.546 5.801 14.521 -0.155
O 11.709 7.037 13.385 0.233
C 12.855 7.951 13.427 -0.828
O 10.130 5.398 13.724 0.137
C 9.348 4.195 14.041 -0.819
H 11.164 7.506 17.534 0.235
H 12.416 6.360 17.012 0.400
H 10.778 5.748 17.426 0.312
H 12.822 8.499 12.483 0.248
H 13.754 7.329 13.509 0.366
H 12.693 8.633 14.287 0.333
H 9.773 3.688 14.916 0.425
H 9.363 3.569 13.156 0.267
H 8.310 4.528 14.255 0.228
S 9.936 8.541 11.330 -0.570
C 8.611 7.505 10.987 0.180
N 7.442 8.051 10.510 0.021
C 6.462 7.278 10.022 -0.137
C 6.624 5.910 10.140 -0.789
C 7.716 5.344 10.720 0.104
N 8.720 6.185 11.177 0.301
H 7.416 9.071 10.535 0.303
H 5.667 7.747 9.455 0.450
H 5.850 5.256 9.750 0.415
H 7.855 4.295 10.803 0.528

---

[3]
49
Properties=species:S:1:pos:R:3:mulliken_charge:R:1 method="wB97M-V/def2-TZVPD" e_homo_ev=-10.96 spin_multiplicity=1 relative_energy_kcal_mol=7.64 fmax_ev_per_a=2.12 homo_lumo_gap_ev=5.592 total_charge=+1 molar_mass_g_mol=333.53
C -2.199 0.703 0.773 0.056
C -2.320 2.023 0.204 0.806
C -3.355 2.345 -0.718 -0.340
C -3.467 3.620 -1.269 -0.605
C -2.544 4.631 -0.952 -0.351
C -1.461 4.318 -0.122 -0.688
C -1.335 3.042 0.435 -0.342
C -0.980 0.295 1.309 -0.409
C -0.689 -0.979 1.777 -0.526
C 0.503 -1.334 2.498 1.011
C 0.720 -2.679 2.910 -0.422
C 1.812 -3.035 3.698 -0.570
C 2.749 -2.070 4.100 -0.340
C 2.566 -0.738 3.700 -0.679
C 1.466 -0.367 2.919 -0.337
H -3.053 0.022 0.703 0.343
H -4.043 1.552 -1.023 0.391
H -4.299 3.853 -1.932 0.373
H -2.667 5.652 -1.345 0.380
H -0.728 5.087 0.116 0.377
H -0.452 2.835 1.033 0.401
H -0.139 0.995 1.207 0.298
H -1.393 -1.779 1.539 0.382
H -0.012 -3.437 2.613 0.338
H 1.942 -4.075 4.005 0.373
H 3.605 -2.359 4.719 0.385
H 3.295 0.015 4.010 0.374
H 1.326 0.685 2.655 0.381
C -8.296 -3.745 2.512 -0.924
Si -8.756 -1.966 2.359 0.104
C -9.591 -1.622 0.750 -0.924
C -9.861 -1.483 3.753 -1.019
N -7.136 -0.986 2.340 0.147
C -6.063 -1.060 1.445 -0.352
N -5.086 -0.199 1.752 -0.115
C -5.521 0.476 2.894 -0.766
C -6.772 0.006 3.268 -0.232
H -9.160 -4.425 2.466 0.334
H -7.614 -4.005 1.695 0.316
H -7.789 -3.908 3.470 0.315
H -10.523 -2.190 0.613 0.333
H -9.833 -0.555 0.689 0.314
H -8.907 -1.885 -0.064 0.317
H -10.810 -2.038 3.781 0.338
H -9.352 -1.664 4.704 0.312
H -10.109 -0.421 3.674 0.311
H -6.087 -1.756 0.621 0.382
H -4.962 1.257 3.413 0.354
H -7.410 0.294 4.098 0.395

---

[4]
51
Properties=species:S:1:pos:R:3:mulliken_charge:R:1 method="wB97M-V/def2-TZVPD" e_homo_ev=-8.44 spin_multiplicity=1 relative_energy_kcal_mol=17.51 fmax_ev_per_a=0.77 homo_lumo_gap_ev=9.095 molar_mass_g_mol=351.45 smiles="CC(=O)NCCc1nc2ccccc2n1CCCCOc1ccccc1"
C 5.167 -0.894 -1.328 -1.154
C 4.685 0.031 -0.228 0.783
O 5.341 0.956 0.207 -0.661
N 3.467 -0.304 0.254 -0.090
C 2.760 0.522 1.198 -1.049
C 1.757 1.457 0.509 -0.504
C 0.764 0.704 -0.307 0.397
N 0.888 -0.553 -0.633 -0.312
C -0.183 -0.847 -1.434 -0.018
C -0.544 -2.037 -2.053 -0.655
C -1.687 -2.037 -2.823 -0.607
C -2.457 -0.884 -2.988 -0.756
C -2.115 0.309 -2.381 -0.640
C -0.972 0.315 -1.596 0.848
N -0.349 1.291 -0.851 0.376
C -0.757 2.669 -0.737 -1.035
C -1.399 3.045 0.606 -0.427
C -2.840 2.572 0.812 -1.106
C -2.962 1.053 0.961 0.093
O -2.001 0.615 1.900 -0.435
C -1.536 -0.664 1.825 0.311
C -0.396 -0.934 2.582 -0.326
C 0.177 -2.188 2.557 -0.351
C -0.380 -3.194 1.783 -0.619
C -1.523 -2.935 1.051 -0.586
C -2.109 -1.680 1.070 -0.231
H 6.166 -0.599 -1.637 0.337
H 4.493 -0.838 -2.180 0.289
H 5.187 -1.919 -0.967 0.309
H 2.867 -0.947 -0.249 0.294
H 3.502 1.117 1.735 0.473
H 2.226 -0.130 1.893 0.106
H 1.250 2.057 1.266 0.241
H 2.305 2.142 -0.149 0.351
H 0.056 -2.924 -1.924 0.497
H -1.999 -2.945 -3.316 0.412
H -3.342 -0.926 -3.605 0.421
H -2.720 1.194 -2.518 0.386
H 0.129 3.297 -0.884 0.370
H -1.457 2.877 -1.550 0.451
H -1.387 4.134 0.676 0.407
H -0.798 2.649 1.424 0.193
H -3.215 3.041 1.723 0.431
H -3.472 2.890 -0.019 0.354
H -3.973 0.795 1.308 0.503
H -2.798 0.568 -0.005 -0.162
H 0.021 -0.138 3.180 0.518
H 1.065 -2.383 3.140 0.365
H 0.074 -4.173 1.755 0.406
H -1.972 -3.713 0.452 0.442
H -3.006 -1.511 0.494 0.362

---

no.,DFT total energy (eV)
1,-29247.6794
2,-87916.1745
3,-33034.6718
4,-30749.5533